# 1
Below is a structure of composition C32H46BF5MnN6OTe, with properties calculated with the ωB97M-V functional and the def2-TZVPD basis.

Output
* Kohn-Sham gap (alpha / beta): 0.2573 / 0.1702 Ha
* 2S+1: 2
* net charge: +2
* E_HOMO (alpha / beta): -13.71 / -13.71 eV

Cartesian coordinates (Å):
1 Mn 0.3023 0.1162 0.1590
2 C 4.5597 2.8448 -1.4334
3 C 3.8579 1.7332 -0.7346
4 C 4.3977 0.6817 0.0089
5 C 3.3205 -0.0650 0.4523
6 N 2.1861 0.4974 -0.0099
7 N 2.5284 1.6024 -0.7342
8 B 1.3917 2.4812 -1.3382
9 N 0.5657 1.5699 -2.2519
10 N 0.2269 0.3430 -1.7830
11 C -0.2920 -0.3525 -2.8166
12 C -0.3557 0.4892 -3.9231
13 C 0.2113 1.6925 -3.5339
14 C 0.4571 2.9258 -4.3330
15 C -0.6103 -1.8360 -2.8320
16 C 0.0160 -2.5757 -1.6451
17 C 0.0030 -2.4308 -4.1108
18 C -2.1279 -2.0596 -2.8627
19 N 0.4965 2.9196 -0.1755
20 N 0.0749 1.9778 0.7108
21 C -0.4757 2.6316 1.7593
22 C -0.4612 3.9941 1.4805
23 C 0.1715 4.1415 0.2573
24 C 0.5040 5.3891 -0.4866
25 C -0.9271 2.0209 3.0712
26 C -0.5012 2.9674 4.2052
27 C -0.2623 0.6679 3.3283
28 C -2.4553 1.8876 3.1083
29 C 3.3122 -1.3113 1.2960
30 C 3.9864 -2.4468 0.5139
31 C 4.0848 -1.0395 2.5941
32 C 1.8785 -1.7179 1.6455
33 H 5.6355 2.7214 -1.3408
34 H 4.2859 3.8091 -1.0044
35 H 4.3025 2.8646 -2.4923
36 H 5.4436 0.5056 0.1985
37 H 1.8295 3.4163 -1.9301
38 H -0.7089 0.2448 -4.9102
39 H 0.0532 2.8015 -5.3344
40 H 1.5236 3.1360 -4.4166
41 H -0.0210 3.7918 -3.8748
42 H 1.0583 -2.2708 -1.5036
43 H 0.0293 -3.6476 -1.8618
44 H -0.5413 -2.4132 -0.7221
45 H 1.0895 -2.3242 -4.1121
46 H -0.3849 -1.9496 -5.0071
47 H -0.2410 -3.4931 -4.1737
48 H -2.6189 -1.6006 -2.0050
49 H -2.3486 -3.1305 -2.8551
50 H -2.5652 -1.6377 -3.7681
51 H -0.8166 4.7902 2.1119
52 H 0.0815 6.2466 0.0309
53 H 0.1001 5.3647 -1.4986
54 H 1.5827 5.5305 -0.5595
55 H 0.5638 3.1981 4.1539
56 H -0.7047 2.4942 5.1671
57 H -1.0590 3.9033 4.1780
58 H 0.8261 0.7699 3.3697
59 H -0.5394 -0.0762 2.5803
60 H -0.5950 0.2761 4.2914
61 H -2.9322 2.8486 2.9108
62 H -2.7708 1.5512 4.0981
63 H -2.8194 1.1706 2.3752
64 H 5.0012 -2.1732 0.2269
65 H 3.4327 -2.6818 -0.3986
66 H 4.0434 -3.3460 1.1309
67 H 5.1390 -0.8557 2.3871
68 H 4.0208 -1.9022 3.2594
69 H 3.6868 -0.1681 3.1169
70 H 1.3048 -1.9879 0.7478
71 H 1.3650 -0.9361 2.2171
72 H 1.8869 -2.6060 2.2815
73 F -6.5993 0.9626 -0.5368
74 C -5.3369 0.6269 -0.3274
75 C -5.0266 -0.5273 0.3627
76 F -5.9953 -1.3111 0.8230
77 C -3.7054 -0.8726 0.5676
78 F -3.4679 -2.0117 1.2582
79 C -2.6468 -0.0936 0.1147
80 O -1.3760 -0.4826 0.3942
81 C -2.9926 1.0666 -0.5772
82 F -2.0495 1.8846 -1.0405
83 C -4.3128 1.4219 -0.7982
84 F -4.5923 2.5341 -1.4621
85 C -2.6617 -5.5012 2.9322
86 Te -2.2151 -4.8993 0.9643
87 C -1.4640 -6.7637 0.3197
88 H -3.3790 -6.3203 2.8781
89 H -3.0844 -4.6522 3.4631
90 H -1.7379 -5.8387 3.4000
91 H -1.2262 -7.3728 1.1881
92 H -0.5799 -6.5808 -0.2878
93 H -2.2333 -7.2433 -0.2863

# 2
Below is a cluster of 9 separate species, C32H46BN6O4 in total in a non-equilibrium geometry, with properties calculated with the ωB97M-V functional and the def2-TZVPD basis.

Output
* Kohn-Sham gap: 0.2771 Ha
* net charge: -1
* energy relative to the best compared isomer or geometry (same formula, charge and spin): 182.8 kJ/mol
* E_HOMO: -5.52 eV

Cartesian coordinates (Å):
1 B -0.9527 0.6754 -0.1474
2 H -1.5785 0.3025 0.6486
3 H -0.2920 -0.0997 -0.5037
4 H -1.6199 1.0743 -0.8957
5 H -0.2968 1.4760 0.1578
6 O 4.9151 2.3750 5.2134
7 C 3.8368 2.9798 5.4134
8 O 3.4106 3.1225 6.6188
9 C 2.1591 3.7317 6.7246
10 C 1.6567 3.5921 5.2680
11 C 2.8723 3.6512 4.4265
12 H 2.2467 4.7908 6.9672
13 H 1.4186 3.2838 7.3872
14 H 1.0658 4.4125 4.8608
15 H 1.1190 2.6721 5.0387
16 H 3.1730 4.6621 4.1513
17 H 2.6597 3.0472 3.5444
18 O 0.6125 -6.8941 -3.1418
19 C 1.6977 -6.4037 -3.3832
20 O 2.0624 -6.1154 -4.6211
21 C 3.2967 -5.4192 -4.5416
22 C 3.9363 -5.8714 -3.1549
23 C 2.6671 -5.9519 -2.2653
24 H 3.1498 -4.3392 -4.5340
25 H 3.8987 -5.6016 -5.4318
26 H 4.7014 -5.1715 -2.8189
27 H 4.3664 -6.8711 -3.2153
28 H 2.4482 -4.9930 -1.7955
29 H 2.6410 -6.7271 -1.4996
30 N -5.5165 2.2256 4.0344
31 C -6.8058 1.9257 3.7010
32 C -7.7143 2.4801 4.6178
33 C -6.9131 3.1179 5.5738
34 C -5.5828 2.8762 5.2043
35 H -4.6465 2.0076 3.5700
36 H -7.0887 1.3800 2.8129
37 H -8.7933 2.4882 4.5733
38 H -7.4181 3.5771 6.4108
39 H -4.6882 3.1131 5.7610
40 N -0.1878 6.4865 0.0485
41 C 1.0537 6.9554 -0.0189
42 C 1.1502 8.2140 0.5538
43 C -0.1572 8.5294 0.9947
44 C -0.9237 7.4669 0.7048
45 H -0.4789 5.5536 -0.2066
46 H 1.8636 6.3683 -0.4262
47 H 2.0473 8.8147 0.5247
48 H -0.4731 9.4315 1.4975
49 H -1.9749 7.2402 0.8054
50 N -0.4215 0.0419 -5.5826
51 C 0.2682 0.8393 -6.4507
52 C 0.1140 0.2668 -7.6952
53 C -0.7686 -0.8181 -7.6070
54 C -1.0153 -0.9891 -6.2705
55 H -0.5386 0.2299 -4.5972
56 H 0.7693 1.7407 -6.1302
57 H 0.4852 0.6036 -8.6519
58 H -1.0504 -1.4854 -8.4081
59 H -1.5482 -1.7704 -5.7490
60 N 0.3615 -3.4039 2.8596
61 C -0.3148 -4.5716 3.0730
62 C 0.4819 -5.3054 3.9806
63 C 1.5521 -4.4989 4.4496
64 C 1.4786 -3.3802 3.6549
65 H 0.1104 -2.6668 2.2163
66 H -1.2657 -4.6290 2.5641
67 H 0.2846 -6.3004 4.3513
68 H 2.2697 -4.7296 5.2231
69 H 2.1429 -2.5311 3.5898
70 N -5.1666 -2.3563 -1.8868
71 C -6.3444 -1.6884 -2.0612
72 C -7.3196 -2.6035 -2.4307
73 C -6.7828 -3.9015 -2.3333
74 C -5.4261 -3.6854 -2.0757
75 H -4.2894 -1.9384 -1.6112
76 H -6.3657 -0.6103 -2.0021
77 H -8.3193 -2.3486 -2.7501
78 H -7.2882 -4.8305 -2.5521
79 H -4.6351 -4.4208 -2.0747
80 N 4.8911 -0.3441 -2.0271
81 C 5.9075 -0.4950 -1.0581
82 C 7.1407 -0.5917 -1.6963
83 C 6.8716 -0.3344 -3.0621
84 C 5.5116 -0.2334 -3.2631
85 H 3.9030 -0.3935 -1.8239
86 H 5.6623 -0.6208 -0.0139
87 H 8.1123 -0.7439 -1.2499
88 H 7.5262 -0.2754 -3.9191
89 H 4.9918 0.1315 -4.1366

Record-wise molecular weight values, in u: 819.101; 589.570